{"formula": "C17H42ClNO3S2", "method": "ωB97M-V/def2-TZVPD", "e_tot_ev": -60124.8004, "homo_ha": -0.2419, "homo_lumo_gap_ev": 6.7, "total_charge": 0, "species": ["Cl", "S", "S", "O", "O", "O", "N", "C", "C", "C", "C", "C", "C", "C", "C", "C", "C", "C", "C", "C", "C", "C", "C", "C", "H", "H", "H", "H", "H", "H", "H", "H", "H", "H", "H", "H", "H", "H", "H", "H", "H", "H", "H", "H", "H", "H", "H", "H", "H", "H", "H", "H", "H", "H", "H", "H", "H", "H", "H", "H", "H", "H", "H", "H", "H", "H"], "positions_angstrom": [[-0.3618, -2.7468, 0.9028], [-0.3180, -0.3985, 4.1256], [1.3637, -2.8612, -2.6460], [1.2619, -1.4684, 2.9599], [1.6292, -1.5340, -3.2912], [-0.3135, 0.3287, 5.4952], [0.1839, 1.8308, -0.9585], [-0.0107, 4.7855, 1.6143], [-0.3895, -3.0581, -2.3772], [2.6731, -2.3555, 4.8228], [0.3793, 0.6698, -0.0645], [0.5268, 3.1002, -0.2707], [-1.2843, 0.5372, 2.9934], [-3.4066, -0.3013, -4.0416], [1.8620, 0.3355, -0.1012], [1.3283, -4.0406, -3.8652], [-3.1398, 0.8358, -2.9944], [1.1901, 1.7401, -2.0597], [-0.4777, 3.7156, 0.7630], [-1.2806, 1.9380, -1.6225], [-1.4199, -1.6797, 4.3546], [2.4251, 1.0503, -1.3736], [-1.6396, 0.8570, -2.6037], [2.5179, -2.0680, 3.3517], [1.6119, 2.9757, 0.0508], [2.3146, 0.5671, 0.9720], [0.2737, 4.5140, 2.7426], [-2.9207, -0.0483, -5.0150], [-3.4854, 1.6526, -3.2385], [-1.0700, 1.0558, -3.2886], [2.4725, -1.3938, 5.2839], [0.7792, -3.7203, -4.7832], [3.2327, 1.8006, -1.2842], [2.8770, 0.2959, -2.1120], [-0.2678, -0.1281, -0.4254], [0.6466, 5.5420, 1.2222], [0.6040, -5.0442, -3.5659], [-1.9474, 2.0176, -0.7390], [-1.3473, 3.8553, 0.2043], [0.8323, -2.2309, 2.5961], [-1.0876, -2.5866, 4.7226], [1.0017, 0.8743, -2.8241], [-1.3454, -0.0721, -2.2011], [-0.0335, 0.5838, 0.9666], [-4.4819, -0.3773, -4.2227], [2.0259, -0.8225, -0.2056], [-2.2721, 0.7052, 3.2551], [-0.7208, 1.4522, 2.8456], [-0.7281, -2.3957, -1.6294], [-1.1093, -0.1644, 2.1063], [0.6762, 3.7672, -1.2941], [2.7968, -2.8794, 2.6088], [-3.4488, 0.6655, -1.9637], [-0.9843, -2.8604, -3.2674], [1.7899, -2.9646, 5.1204], [-0.6228, -4.0121, -1.9603], [-1.5646, -1.9910, 3.3340], [-3.0415, -1.4305, -4.0243], [2.1997, -4.3780, -4.2328], [-1.4192, 2.9097, -2.1464], [-2.2189, -1.4225, 4.9419], [3.2472, -1.4001, 2.7341], [1.5901, 2.6159, -2.7854], [3.5682, -3.0612, 5.0826], [-0.8563, 2.9014, 1.3910], [-0.8657, 5.4197, 1.9146]]}